A molecular structure, C36H28N8O5STi in a non-equilibrium geometry, computed with ωB97M-V/def2-TZVPD.

Structure (XYZ):
```
79
Properties=species:S:1:pos:R:3:forces:R:3
Ti 0.2309 -0.2177 -0.2069 1.7 -0.7 -0.4
O -4.1788 -1.1761 0.2457 0.2 0.1 0.0
C -4.2145 -1.0633 1.5845 0.0 0.1 0.1
C -5.3687 -1.4958 2.2417 0.0 0.0 0.1
C -5.4756 -1.3915 3.6177 -0.1 0.0 0.0
C -4.4360 -0.8529 4.3691 0.0 0.0 0.0
C -3.2948 -0.4187 3.7212 0.1 0.0 -0.1
C -3.1609 -0.5105 2.3352 0.0 0.0 0.2
C -1.9103 -0.0508 1.6795 -0.1 0.0 0.0
O -1.7052 -0.4592 0.4543 -0.3 -0.1 0.1
N -1.0877 0.7052 2.3358 -0.1 0.0 -0.2
N -0.0230 1.0003 1.4897 -0.3 0.2 0.5
C 0.7529 1.9404 1.8817 0.1 0.2 -0.1
C 1.6635 2.5913 0.9690 0.0 0.2 0.0
C 2.5758 3.5384 1.4449 0.0 0.0 0.1
C 3.2804 4.3575 0.5901 0.1 0.1 0.0
C 3.0362 4.2701 -0.7826 0.0 0.0 -0.1
C 2.1255 3.3658 -1.2830 0.3 -0.1 0.1
C 1.4576 2.4631 -0.4300 -0.4 0.0 -0.1
O 0.6110 1.6064 -0.9353 0.0 0.4 0.0
H -3.2493 -0.9331 -0.0132 -0.1 -0.1 0.0
H -6.1662 -1.9103 1.6384 0.0 0.0 0.0
H -6.3776 -1.7380 4.1095 0.0 0.0 0.0
H -4.5115 -0.7823 5.4468 0.0 0.0 0.0
H -2.4597 -0.0064 4.2708 0.0 0.0 0.0
H 0.6289 2.3325 2.8898 0.0 0.0 0.0
H 2.7182 3.6251 2.5174 0.0 0.0 0.0
H 4.0021 5.0659 0.9788 0.0 0.0 0.0
H 3.5778 4.9128 -1.4673 0.0 0.0 0.0
H 1.9530 3.2650 -2.3461 0.0 0.0 0.0
C 4.5223 1.3058 -3.5389 0.0 0.0 0.0
C 3.2120 0.8826 -3.7356 0.1 0.0 0.0
C 2.4932 0.3020 -2.7069 0.0 0.0 0.0
C 3.0580 0.1398 -1.4329 0.0 0.0 -0.1
C 4.3923 0.5363 -1.2529 0.0 0.0 0.0
C 5.0997 1.1166 -2.2877 0.1 0.0 0.0
N 2.3009 -0.4052 -0.4043 -0.6 0.1 0.4
N 3.0822 -1.0024 0.5395 0.2 0.3 -0.6
C 2.3148 -1.5485 1.4609 -0.3 -0.4 0.5
C 2.9358 -2.2700 2.5325 0.0 0.2 -0.3
C 2.1863 -2.8819 3.4869 -0.2 -0.1 0.2
C 0.7733 -2.8039 3.4351 0.2 -0.1 0.1
C 0.1775 -2.0959 2.4157 0.0 0.2 -0.2
C 0.8880 -1.4466 1.3845 -0.1 0.1 -0.1
H 5.0863 1.7591 -4.3458 0.0 0.0 0.0
H 2.7443 0.9919 -4.7078 0.0 0.0 0.0
H 1.4823 -0.0389 -2.8863 0.0 0.0 0.0
H 4.8384 0.3882 -0.2803 0.0 0.0 0.0
H 6.1231 1.4346 -2.1115 0.0 0.0 0.0
H 4.0181 -2.3252 2.5440 0.1 0.0 0.0
H 2.6711 -3.4388 4.2843 0.0 0.0 0.0
H 0.1655 -3.2956 4.1874 0.0 0.0 0.0
H -0.9096 -2.0527 2.4326 0.0 0.0 0.0
N -5.0626 -5.4954 0.5985 -0.1 0.0 0.0
C -3.8292 -5.0707 0.0640 0.0 0.0 0.0
C -3.5344 -5.2733 -1.2813 0.0 0.0 0.0
C -2.3233 -4.8461 -1.8064 -0.1 0.1 -0.1
C -1.4003 -4.2290 -0.9840 0.1 -0.1 0.0
C -1.6711 -4.0535 0.3651 0.0 0.0 0.0
C -2.8788 -4.4719 0.8890 0.0 0.0 -0.1
S 0.1357 -3.5885 -1.6039 -0.1 0.0 0.0
O 0.2995 -4.0673 -2.9547 0.1 -0.1 0.1
O 1.1448 -3.8899 -0.6361 0.0 0.0 0.0
N -0.1248 -1.9774 -1.5840 0.0 -0.7 0.0
C -0.9683 -1.4635 -2.4859 -0.2 0.4 0.0
N -1.0159 -0.1164 -2.3426 -0.1 0.3 0.0
C -1.8180 0.5821 -3.1159 0.0 -0.1 0.0
C -2.6091 -0.0329 -4.0818 0.1 0.0 0.1
C -2.5033 -1.4169 -4.1452 0.0 0.1 0.0
N -1.7073 -2.1458 -3.3764 -0.3 0.0 -0.2
H -5.8106 -5.4478 -0.0791 0.0 0.0 0.0
H -5.3161 -4.9656 1.4216 0.0 0.0 0.0
H -4.2680 -5.7484 -1.9242 0.0 0.0 0.0
H -2.0971 -4.9527 -2.8567 0.0 0.0 -0.1
H -0.9300 -3.5796 0.9931 0.0 0.0 0.0
H -3.0969 -4.3046 1.9375 0.0 0.0 0.0
H -1.8221 1.6563 -2.9550 0.0 0.0 0.0
H -3.2707 0.5261 -4.7269 0.0 0.0 0.0
H -3.1068 -1.9738 -4.8590 0.0 0.0 0.0
```
Positions in Å, forces in eV/Å.

F_max = 1.87 eV/A
orbital gap (spin up / spin down) = 4.0 / 4.0 eV
molar mass = 732.605 g mol⁻¹
E = -3450.71742 a.u.
LUMO energy (spin up / spin down) = 0.15948 / 0.15948 Ha
E_HOMO (spin up / spin down) = 0.30 / 0.30 eV
total charge = -2